Here is 9 unconnected molecules or ions with the total composition C21H62N2O11 at a distorted geometry from OMol25. Energies are from wB97M-V/def2-TZVPD.

Summary:
Total charge = -1
Spin multiplicity = 2
HOMO energy (alpha / beta) = 0.432 / -6.748 eV
Frontier orbital gap (alpha / beta) = 1.920 / 9.084 eV
E_tot = -1774.190604 a.u.

Each line ends with the Löwdin charge.
Element x y z (Å)
C: -13.769881 -6.403887 23.230812  -0.0644
O: -14.252216 -6.019926 21.873630  -0.2046
C: -15.474274 -5.295683 22.029820  -0.2455
C: -15.933064 -4.813291 20.664428  -0.2061
N: -16.694205 -5.797562 19.842072  -0.0627
C: -16.845902 -5.401665 18.404154  -0.1927
C: -17.587029 -6.556047 17.743835  -0.2365
O: -17.642657 -6.285276 16.351974  -0.2271
C: -17.825929 -7.373921 15.408280  -0.0781
H: -13.528006 -5.496979 23.784991  0.0667
H: -12.796069 -6.890266 23.174118  0.0827
H: -14.532808 -6.991484 23.741475  0.0794
H: -15.290807 -4.467146 22.713901  0.1142
H: -16.212257 -5.989221 22.432923  0.1155
H: -15.027227 -4.456643 20.174182  0.1116
H: -16.578631 -3.940143 20.759168  0.1115
H: -16.223289 -6.691040 19.836076  0.0950
H: -15.861029 -5.303138 17.947624  0.1130
H: -17.329417 -4.435067 18.262776  0.1182
H: -18.615104 -6.660162 18.090692  0.1209
H: -17.074946 -7.500194 17.929432  0.1173
H: -18.727148 -7.905938 15.713006  0.0800
H: -16.932060 -7.997327 15.386795  0.0824
H: -18.003668 -6.887450 14.449185  0.0814
C: -6.813784 -1.105169 31.420453  -0.1106
O: -7.499532 -2.213223 30.893200  -0.2039
C: -8.606591 -1.949340 30.035586  -0.2417
C: -9.264370 -3.144805 29.485193  -0.2081
N: -8.384335 -4.101901 28.773613  -0.0448
C: -9.114187 -5.268208 28.334213  -0.2000
C: -8.215672 -6.480228 28.030493  -0.2001
O: -7.467077 -6.830012 29.196443  -0.1831
C: -6.760822 -8.045453 29.059513  -0.1183
H: -5.808037 -1.401757 31.718113  0.0828
H: -7.320033 -0.854669 32.352696  0.0837
H: -6.781232 -0.354749 30.630569  0.0855
H: -8.201584 -1.371423 29.204886  0.1186
H: -9.308926 -1.297056 30.554576  0.1234
H: -9.974894 -2.822590 28.723978  0.1333
H: -9.717295 -3.624596 30.352809  0.1044
H: -7.632445 -4.359997 29.396634  0.0985
H: -9.610571 -5.091051 27.380113  0.1140
H: -9.843469 -5.482369 29.115486  0.1087
H: -7.617729 -6.220605 27.156900  0.1177
H: -8.802850 -7.334642 27.693875  0.1046
H: -6.106040 -8.172120 29.921673  0.0808
H: -6.090313 -8.186647 28.211811  0.0842
H: -7.520588 -8.825229 29.112367  0.0784
C: -10.151814 -10.638189 27.340560  -0.1793
O: -10.316311 -10.463153 25.950660  -0.1779
H: -9.116387 -10.406830 27.590486  0.0632
H: -10.844837 -10.047920 27.940065  0.0721
H: -10.256671 -11.679741 27.644351  0.0680
H: -10.977453 -11.128960 25.747719  0.0190
C: -8.604741 -7.912564 24.713700  -0.1800
O: -9.896672 -7.823434 25.144609  -0.1285
H: -7.835244 -8.276220 25.394684  0.0739
H: -8.572617 -8.603493 23.871262  0.0842
H: -8.231200 -6.955802 24.348770  0.0883
H: -10.235480 -8.681984 25.408618  0.0442
C: -13.905746 -3.404117 26.460939  -0.1979
O: -12.543568 -3.380294 26.221127  -0.1163
H: -14.311053 -2.398844 26.576058  0.0760
H: -14.448169 -3.964750 25.699651  0.0646
H: -14.126498 -3.942791 27.382460  0.0653
H: -12.227364 -4.274641 26.073582  0.0179
C: -12.504364 -6.753729 26.845523  -0.1185
O: -11.686261 -6.018781 25.923250  -0.1564
H: -13.335581 -7.266435 26.361469  0.0611
H: -11.896582 -7.570869 27.234080  0.0750
H: -12.793121 -6.114681 27.679987  0.0628
H: -11.052257 -6.650181 25.575434  0.0189
C: -12.438454 -5.272561 31.061992  -0.1840
O: -12.692625 -6.182642 30.061138  -0.1225
H: -13.331441 -4.772595 31.437104  0.0806
H: -12.053260 -5.811625 31.927518  0.0784
H: -11.730460 -4.564053 30.632042  0.0595
H: -13.634399 -6.360356 30.116704  0.0815
C: -12.977812 -9.916204 24.183102  -0.1049
C: -13.309814 -11.345745 24.633267  -0.4387
O: -12.502022 -11.952075 25.580765  -0.3140
H: -13.257006 -9.226197 24.979368  0.0458
H: -13.567143 -9.735017 23.284235  0.0677
H: -11.917611 -9.716306 24.027766  0.0581
H: -13.144558 -12.014757 23.788754  0.0852
H: -14.369188 -11.379015 24.887702  0.0749
H: -12.932660 -12.774610 25.824863  0.0011
C: -14.718274 -9.475555 28.132110  -0.0996
C: -16.022226 -9.109244 27.308195  -0.3310
O: -16.469306 -7.958053 27.971116  -0.1056
H: -14.294173 -10.447258 27.879055  0.0429
H: -14.870055 -9.563064 29.207940  0.0585
H: -13.923814 -8.729311 28.125581  0.0378
H: -16.786035 -9.881560 27.398898  0.0890
H: -15.808921 -8.993626 26.245536  0.0879
H: -17.273166 -7.686905 27.521783  0.0720

Atoms 1-6, force components in eV/Å:
C -0.007 0.968 -1.479
O 0.469 -0.448 1.684
C 0.248 -0.847 -0.681
C -0.324 -0.097 -0.551
N 0.095 1.032 -0.094
C 0.473 -1.007 1.278